{"formula": "C6H4", "method": "ωB97M-V/def2-TZVPD", "species": ["C", "C", "C", "C", "C", "C", "H", "H", "H", "H"], "coordinates": [[-0.3461, -1.5592, -0.4616], [1.4410, 0.7478, 0.1637], [-0.0437, -1.0877, -1.7611], [-0.7034, -0.2425, -0.7089], [-0.7850, 0.7942, 0.4463], [0.4872, 1.4164, 0.5478], [-0.1235, -2.3661, 0.2014], [2.4822, 0.7080, -0.2114], [-1.6528, 1.4200, 0.4264], [-0.7559, 0.1689, 1.3573]], "atomic_forces_ev_per_a": [[-0.5, 2.3, -2.2], [4.2, 2.6, 0.0], [-1.2, 0.9, 1.2], [1.8, -3.2, 1.7], [-2.9, -1.3, 0.0], [1.5, -1.1, -1.0], [-0.1, -0.3, 0.3], [-1.2, -0.6, 0.3], [-0.5, 0.3, 0.0], [-1.0, 0.4, -0.3]], "smiles": "C#CCC1=C=C1", "relative_energy_ev": 4.435, "e_tot_ha": -230.7137, "molar_mass_g_mol": 76.10, "gap_ev": 8.86}

=====

{"formula": "C6H4", "method": "ωB97M-V/def2-TZVPD", "species": ["C", "C", "C", "C", "C", "C", "H", "H", "H", "H"], "coordinates": [[-1.5509, -0.1408, -0.0646], [-1.1773, 1.1693, 0.0312], [-1.4257, -1.3603, 0.0118], [1.0228, -0.7905, -0.0922], [1.2376, 0.4760, -0.0377], [0.0659, 1.5195, -0.0110], [-1.6876, -2.4204, -0.0430], [0.9597, -1.8512, 0.0717], [2.2756, 0.8200, 0.1640], [0.2798, 2.5784, -0.0302]], "atomic_forces_ev_per_a": [[-0.5, -2.4, 0.6], [-0.9, -1.0, -0.3], [-2.3, 0.4, -0.5], [0.2, -1.5, 0.3], [-0.8, 2.4, 0.6], [3.4, 0.4, -0.3], [0.6, 0.9, 0.1], [0.4, 0.4, -0.4], [-0.6, 0.3, -0.3], [0.5, 0.2, 0.1]], "relative_energy_ev": 0.423, "e_tot_ha": -230.7097, "s2": 2.0217, "molar_mass_g_mol": 76.10, "multiplicity": 3, "gap_ev": [7.54, 7.47]}

=====

{"formula": "C6H40N2O12", "method": "ωB97M-V/def2-TZVPD", "species": ["C", "N", "C", "C", "C", "C", "N", "C", "H", "H", "H", "H", "H", "H", "H", "H", "H", "H", "H", "H", "H", "H", "H", "H", "H", "H", "O", "H", "H", "O", "H", "H", "O", "H", "H", "O", "H", "H", "O", "H", "H", "O", "H", "H", "O", "H", "H", "O", "H", "H", "O", "H", "H", "O", "H", "H", "O", "H", "H", "O"], "coordinates": [[-2.4673, -1.8029, -0.2003], [-1.7727, -1.5083, 1.0500], [0.1582, 1.0846, 2.9423], [-0.4259, -0.2620, 2.6465], [-0.7493, -0.4449, 1.1254], [0.5286, -0.5459, 0.2956], [0.3129, -0.6056, -1.1671], [1.4337, -1.2258, -1.8961], [-3.3309, -1.1234, -0.3465], [-1.7889, -1.6287, -1.0546], [-2.7349, -2.8529, -0.2880], [-1.3669, -2.3302, 1.4786], [1.2466, 1.1545, 2.8025], [-0.4043, 1.9138, 2.5263], [0.1859, 1.3088, 4.0366], [0.1770, -1.1043, 3.0215], [-1.3836, -0.5088, 3.0851], [-1.2994, 0.5112, 0.8974], [1.0425, -1.4597, 0.5064], [1.1725, 0.2911, 0.5728], [0.0563, 0.3011, -1.5321], [2.4353, -0.8796, -1.6735], [1.2999, -1.0473, -2.9716], [1.5836, -2.2287, -1.5357], [1.2154, 2.1665, -1.9677], [2.1365, 3.2893, -1.6892], [2.1592, 2.3278, -1.8727], [-0.7104, -3.8945, -0.6200], [0.6805, -4.3051, -0.1886], [0.0685, -4.3507, -0.9520], [3.0991, 2.4662, 1.3923], [2.4101, 3.7192, 1.8640], [3.2334, 3.2254, 1.9893], [-2.1502, 3.7078, -0.2931], [-1.7835, 2.3929, -1.0071], [-1.7340, 3.3570, -1.0931], [1.0532, 3.9173, 0.3687], [-0.1695, 3.8710, -0.7048], [0.7679, 4.1179, -0.5361], [-1.4750, -1.5539, -3.4937], [-1.0412, -2.9242, -3.2880], [-1.6085, -2.4164, -3.8976], [-3.5390, 0.2713, -2.2538], [-2.0940, 0.4910, -2.0673], [-2.9464, 0.8767, -1.7924], [1.3453, -4.1344, 2.2506], [1.6377, -2.8899, 1.3981], [1.0477, -3.6734, 1.4552], [3.0099, 1.4419, -0.6746], [4.0152, 0.3401, -0.2969], [3.3674, 0.9356, 0.0910], [-3.3852, -0.8140, 2.3845], [-3.5877, 0.6163, 1.8541], [-3.8896, 0.0015, 2.5350], [2.3099, -1.0225, 3.0641], [2.6963, -0.6368, 1.7200], [2.5904, -1.4478, 2.2451], [-0.1761, 1.9354, -3.7300], [-1.6240, 2.0504, -3.3647], [-0.8384, 1.5391, -3.1502]], "atomic_forces_ev_per_a": [[0.8, 0.8, -0.9], [0.5, -0.2, 0.5], [0.8, 0.4, 2.4], [-0.3, -1.3, -1.1], [-0.9, 0.7, 0.6], [-0.9, 0.2, -1.1], [0.3, -0.1, 0.4], [-0.1, 0.9, 0.2], [0.3, -0.7, 0.3], [-0.3, 0.0, 0.2], [-0.4, 0.0, 0.4], [-0.1, -0.3, -0.2], [-0.3, 0.1, -1.0], [0.2, 0.1, -0.5], [-0.6, -0.3, -0.5], [0.3, 0.3, -0.3], [-0.3, 0.8, 0.6], [0.5, -0.6, -0.3], [0.1, -0.3, 0.4], [0.1, 0.0, 0.0], [0.3, 0.0, -0.1], [0.4, 1.2, 0.2], [-0.1, -0.8, 0.3], [-0.9, -1.0, -0.6], [-0.1, -0.3, 0.1], [0.1, -0.5, 0.1], [0.2, 0.5, -0.5], [0.0, 0.0, 0.0], [-0.4, -0.1, -0.3], [0.2, 0.0, 0.0], [0.6, 0.0, 0.2], [0.4, 0.1, 0.4], [-0.8, -0.2, -0.5], [-0.2, -0.1, -0.2], [-0.3, 0.2, -0.1], [0.0, 0.1, 0.5], [-0.6, 0.0, -0.5], [0.3, -0.1, 0.4], [0.4, 0.5, 0.2], [-0.2, 0.4, -0.3], [-0.3, -0.3, -0.5], [0.6, -0.1, 0.8], [-0.5, 0.2, 0.2], [-0.1, 0.2, 0.3], [0.3, -0.6, -0.5], [0.0, 0.0, -0.2], [-0.3, -0.5, 0.5], [0.5, 0.3, 0.3], [-0.1, -0.1, 0.1], [0.1, 0.0, 0.1], [0.1, 0.0, 0.0], [0.1, 0.3, -0.4], [0.0, -0.3, 0.1], [-0.2, 0.1, 0.1], [-0.1, -0.5, 0.4], [0.3, -0.3, -0.5], [0.3, 0.9, 0.2], [0.2, -0.3, 0.0], [-0.4, 0.1, 0.2], [0.6, 0.3, -0.5]], "relative_energy_ev": 2.404, "e_tot_ha": -1264.9474, "molar_mass_g_mol": 332.39, "gap_ev": 8.43}